1.
The following is a quantum chemistry calculation of one molecule with the formula C16H19NO, from the OMol25 dataset.

Structure (XYZ):
```
37
Properties=species:S:1:pos:R:3
O 4.4281 -0.2099 -0.4616
N -3.5644 -2.7666 -0.4592
C -0.9225 -1.5358 0.8225
C -2.2868 1.3411 0.7150
C -3.2973 -1.3889 -0.0993
C 0.5115 -1.1904 0.5471
C -1.3296 3.3283 -0.2302
C -2.1113 2.7130 0.7324
C -1.8301 -0.9370 -0.2736
C 1.0861 -0.0476 1.0805
C -0.7273 2.5616 -1.2123
C -0.9081 1.1904 -1.2300
C 1.2770 -1.9723 -0.3116
C -1.6900 0.5617 -0.2690
C 5.0550 0.9407 0.0475
C 2.3864 0.3169 0.7747
C 3.1423 -0.4696 -0.0857
C 2.5729 -1.6236 -0.6243
H -1.4774 -1.3108 -1.2435
H -2.8933 0.8755 1.4777
H -3.3087 -2.9353 -1.4267
H -1.1900 4.3992 -0.2135
H 0.8521 -2.8693 -0.7403
H -3.0230 -3.3997 0.1195
H -0.1130 3.0321 -1.9663
H 3.1703 -2.2287 -1.2880
H 6.0557 0.9462 -0.3822
H 4.5281 1.8527 -0.2522
H -3.6079 -1.2607 0.9403
H -1.2270 -1.1378 1.7923
H 0.5102 0.5785 1.7466
H -2.5838 3.3045 1.5036
H -3.9359 -0.7584 -0.7251
H 2.7928 1.2156 1.2112
H -0.4280 0.5979 -1.9962
H -1.0444 -2.6218 0.8405
H 5.1314 0.9083 1.1394
```

Properties
Lowest unoccupied orbital energy, eV: 0.852
Frontier orbital gap, eV: 9.10
HOMO, eV: -8.252
Structure (SMILES): COc1ccc(C[C@@H](CN)c2ccccc2)cc1

These are the Mulliken partial charges, in e, on atoms 1 to 2:
1. O -0.462
2. N -0.652


2.
The following is a quantum chemistry calculation of one molecule with the formula C16H19NO2S, from the OMol25 dataset.

Structure (XYZ):
```
39
Properties=species:S:1:pos:R:3
S -2.8115 -1.7676 -1.4311
O 4.0880 0.7537 -1.0224
O 3.8177 -1.7745 0.3706
N -1.6464 -0.8611 1.1579
C -4.0501 -2.7565 -0.5282
C -0.5326 -0.5607 2.0355
C 4.9655 -1.7169 -0.4454
C 2.8869 -0.7787 0.3659
C 1.8948 1.3457 -0.1618
C -3.1016 -0.1952 -0.6258
C 0.7022 -0.1800 1.2555
C 4.1521 1.9786 -1.7072
C -2.4490 0.0923 0.5851
C -3.6137 2.2139 0.6003
C 0.7808 1.0367 0.5968
C -4.2305 1.9192 -0.6047
C 1.7541 -1.0699 1.1202
C 2.9614 0.4641 -0.2899
C -3.9696 0.7042 -1.2124
C -2.7405 1.3210 1.1873
H -3.8142 3.1554 1.0913
H 5.4736 -2.6679 -0.2844
H -0.8188 0.2434 2.7150
H 5.6276 -0.8976 -0.1583
H -0.0267 1.7492 0.6654
H 5.1126 1.9719 -2.2211
H -4.9073 2.6232 -1.0632
H 1.7290 -2.0316 1.6096
H -2.2802 1.5784 2.1290
H 1.9268 2.3015 -0.6591
H -0.3340 -1.4567 2.6307
H 4.7060 -1.6184 -1.5015
H 3.3489 2.0729 -2.4452
H -5.0409 -2.3675 -0.7440
H -1.4376 -1.6152 0.5095
H 4.1182 2.8298 -1.0192
H -3.9596 -3.7763 -0.8867
H -3.8450 -2.7077 0.5371
H -4.4363 0.4447 -2.1510
```

Properties
Lowest unoccupied orbital energy, eV: 0.779
Frontier orbital gap, eV: 8.48
HOMO, eV: -7.704
Structure (SMILES): COc1ccc(CNc2ccccc2SC)cc1OC

These are the Mulliken partial charges, in e, on atoms 1 to 2:
1. S -0.187
2. O -0.450


3.
The following is a quantum chemistry calculation of C16H20AlF5N3Se as an isolated structure, from the OMol25 dataset.

Structure (XYZ):
```
46
Properties=species:S:1:pos:R:3
Se -0.4712 2.0447 2.0763
Al -0.1552 0.4925 0.3737
F -5.6570 1.3476 1.9294
F -5.7419 0.3100 4.4289
F -1.1133 0.7022 4.8088
F -3.3315 2.0667 0.8472
F -3.4640 0.0014 5.8489
N -1.2397 -0.5175 -0.6531
N 0.9635 1.5608 -0.8345
N 1.2269 -0.7354 1.0751
C -4.5810 0.6703 3.9024
C -1.1003 -2.8164 0.4261
C -1.4182 -1.9001 -0.7150
C -1.9940 -2.2106 -1.9111
C -1.7263 0.0201 -1.8521
C 3.4021 1.0251 -0.6899
C -2.1899 -0.9966 -2.6321
C -3.3203 1.5662 2.0883
C -2.2042 0.8858 4.0675
C -3.4144 0.5133 4.6257
C -2.1346 1.4229 2.7920
C 2.3060 2.0129 -0.3255
C 3.5123 -0.2392 0.1568
C -4.5371 1.1985 2.6264
C 2.3262 -1.1919 0.1567
C -1.7494 1.5007 -2.1028
H 3.3053 0.7566 -1.7486
H -1.6655 2.0912 -1.1860
H 2.2358 2.1513 0.7553
H -0.9816 1.8400 -2.8059
H 2.5135 2.9877 -0.7597
H -2.7069 1.8037 -2.5248
H 1.6138 -0.3531 1.9381
H 4.3475 1.5641 -0.6151
H -1.7487 -3.6901 0.3928
H 2.6435 -2.1788 0.4864
H 1.0854 1.0797 -1.7268
H 0.7060 -1.5627 1.3679
H 4.3721 -0.8070 -0.2004
H 1.8973 -1.3109 -0.8411
H -1.2953 -2.3508 1.3986
H -2.6518 -0.8866 -3.6014
H 3.7531 0.0295 1.1921
H -2.2844 -3.2022 -2.2243
H -0.0750 -3.2066 0.4129
H 0.3987 2.3792 -1.0596
```

Properties
Charge: +1
Lowest unoccupied orbital energy, eV: -2.722
Frontier orbital gap, eV: 8.17
HOMO, eV: -10.896

These are the Mulliken partial charges, in e, on atoms 1 to 2:
1. Se -0.053
2. Al -1.057


4.
The following is a quantum chemistry calculation of C16H20As2F3NO4S2Y as an isolated structure, from the OMol25 dataset.

Structure (XYZ):
```
49
Properties=species:S:1:pos:R:3
Y -0.1395 -0.5780 0.0758
As -0.0839 2.3482 -0.6479
As -2.9034 0.7174 0.0354
S -0.0138 -0.2797 2.6508
S -0.6218 -2.8373 -1.8344
F 0.9115 -2.5582 -3.9870
F 1.1289 -1.0427 -2.4511
F 2.0023 -3.0071 -2.1813
O -0.1759 -2.9097 -0.4289
O 1.9628 -0.2641 0.3324
O -1.1333 -4.0084 -2.4470
O -1.3724 -1.5750 -1.9512
N 2.4382 -0.7852 1.5124
C -2.6835 3.6185 -3.7257
C -4.5228 -0.2991 -0.3133
C -0.1470 3.8678 0.5625
C 2.2691 -1.2807 3.8214
C -1.5874 3.4812 -2.8879
C -3.8412 2.9029 -3.4630
C -2.8090 1.9140 -1.5130
C 1.4218 2.8032 -1.7866
C -3.5168 1.9243 1.4393
C -1.6343 2.6330 -1.7867
C 3.6001 -1.7422 3.8397
C -3.9017 2.0607 -2.3624
C 0.9606 -2.3754 -2.6800
C 1.6747 -0.8003 2.6868
C 4.3203 -1.7233 2.6276
C 3.7412 -1.2578 1.4915
H -2.6571 2.3865 1.9203
H -4.0389 1.3263 2.1858
H -2.6304 4.2769 -4.5827
H -4.3729 -0.8919 -1.2142
H 1.6681 -1.3089 4.7199
H 4.0380 -2.1133 4.7534
H 1.4222 2.1295 -2.6424
H 5.3383 -2.0839 2.5717
H -0.1228 4.8020 0.0030
H 0.7062 3.8123 1.2362
H 1.3953 3.8368 -2.1288
H -4.8149 1.5103 -2.1789
H -4.1880 2.6855 1.0465
H -4.6753 -0.9715 0.5297
H 2.3287 2.6330 -1.2082
H 4.2151 -1.2115 0.5243
H -4.6988 2.9960 -4.1162
H -0.6830 4.0370 -3.1041
H -1.0633 3.8211 1.1467
H -5.3997 0.3374 -0.4191
```

Properties
2S+1: 2
Lowest unoccupied orbital energy (alpha / beta), eV: 0.050 / 0.054
Frontier orbital gap (alpha / beta), eV: 4.26 / 7.70
<S²>: 0.7708
HOMO (alpha / beta), eV: -4.209 / -7.645

These are the Mulliken partial charges, in e, on atoms 1 to 2:
1. Y 0.760
2. As 0.767


5.
The following is a quantum chemistry calculation of C16H20AsCl3GeO6RuS as an isolated structure, from the OMol25 dataset.

Structure (XYZ):
```
49
Properties=species:S:1:pos:R:3
Ru -1.1818 0.0884 -0.5298
As 2.0121 0.0175 -1.5831
Ge -3.1612 -1.2349 -0.6589
Cl -5.1702 -1.0912 0.1306
Cl -2.6858 0.2318 -2.4405
Cl -3.2881 -3.1159 -1.6106
S 0.1826 -2.6616 -0.0918
O 0.8719 0.4598 -0.4153
O 3.2286 1.0835 -1.7788
O -0.3458 -3.9875 -0.2245
O -0.4192 -1.7385 -1.1287
O 0.0931 -2.0427 1.2189
O 1.0878 -0.1205 -3.0726
C -1.3537 3.2275 -1.3293
C 2.6450 -1.7386 -1.1243
C 1.0994 3.1125 0.5939
C -2.4089 0.0060 2.5580
C -0.3629 1.3411 1.7520
C -3.7436 1.9951 0.3451
C 4.6029 -3.1441 -1.1111
C 1.9028 -2.7714 -0.5575
C -2.3064 1.6116 0.4802
C 0.6408 0.8262 2.7212
C -1.2363 2.2604 -0.1957
C 3.8580 -4.1733 -0.5633
C 2.5113 -3.9901 -0.2894
C 3.9968 -1.9287 -1.3908
C -1.7002 0.9018 1.6000
C -0.0999 2.2556 0.7250
H -3.9119 2.8892 0.9522
H 1.1698 1.6428 3.2138
H -1.5066 4.2434 -0.9541
H -1.8769 -0.9420 2.6511
H -3.4326 -0.1910 2.2452
H 1.9165 -4.7915 0.1263
H -2.4351 0.4745 3.5453
H 1.6970 3.1082 1.5022
H 1.3721 0.2197 2.1814
H -3.9964 2.2398 -0.6850
H 0.8003 4.1377 0.3621
H -0.4426 3.2248 -1.9289
H -2.1894 2.9790 -1.9794
H 1.7288 2.7564 -0.2257
H 4.3202 -5.1277 -0.3479
H 0.1797 0.1998 3.4820
H -4.4235 1.2256 0.6956
H 5.6547 -3.2823 -1.3243
H 4.5641 -1.1066 -1.8096
H 1.5428 0.4204 -3.7311
```

Properties
Lowest unoccupied orbital energy (alpha / beta), eV: -2.131 / -1.659
Frontier orbital gap (alpha / beta), eV: 6.79 / 7.04
HOMO (alpha / beta), eV: -8.924 / -8.703

These are the Mulliken partial charges, in e, on atoms 1 to 2:
1. Ru 0.825
2. As 0.743


6.
The following is a quantum chemistry calculation of C16H20AsN4OPtS as an isolated structure, from the OMol25 dataset.

Structure (XYZ):
```
44
Properties=species:S:1:pos:R:3
Pt -1.0168 -0.9505 -1.4327
As -0.7372 2.0007 -2.8048
S -3.2401 -1.4667 -1.1112
O -0.4525 1.2689 -1.3344
N -4.3259 -1.1780 1.2721
N -2.0677 -1.1454 1.3782
N 1.1026 -1.3108 -1.0314
N -0.9192 -1.2289 0.7151
C 0.2507 -1.0966 1.2325
C 1.2049 0.2663 3.0730
C -0.7388 3.9072 -2.5466
C 0.4634 -0.8468 2.6735
C -0.1049 -1.6766 3.6362
C 2.6911 -1.3741 0.7364
C 2.0837 -1.5154 -1.9048
C 1.3878 0.5327 4.4196
C 1.3809 -1.2386 0.2874
C 0.6798 1.5114 -4.0258
C -2.4475 1.5106 -3.5661
C 0.8405 -0.3119 5.3748
C -3.1479 -1.2333 0.6459
C 0.0935 -1.4128 4.9817
C 3.7139 -1.5686 -0.1764
C 3.4072 -1.6459 -1.5249
H 2.8894 -1.3382 1.7963
H 0.9953 -0.1080 6.4260
H -2.4953 0.4291 -3.6814
H -4.3547 -1.0423 2.2691
H 1.7992 -1.5924 -2.9459
H 4.7346 -1.6726 0.1652
H 0.1629 4.1907 -2.0084
H -1.6102 4.1571 -1.9444
H 1.6125 0.9379 2.3267
H -0.7838 4.4281 -3.5012
H -0.6921 -2.5324 3.3323
H 0.5032 0.4979 -4.3826
H 4.1682 -1.8121 -2.2734
H -2.5843 1.9936 -4.5330
H 1.9542 1.4034 4.7225
H -0.3392 -2.0638 5.7295
H 1.6083 1.5426 -3.4587
H -5.1781 -1.2353 0.7463
H 0.7398 2.1932 -4.8721
H -3.2314 1.8263 -2.8801
```

Properties
2S+1: 3
Charge: +1
Lowest unoccupied orbital energy (alpha / beta), eV: -3.360 / -4.148
Frontier orbital gap (alpha / beta), eV: 7.46 / 6.88
<S²>: 2.0080
HOMO (alpha / beta), eV: -10.817 / -11.027

These are the Mulliken partial charges, in e, on atoms 1 to 2:
1. Pt 1.113
2. As 0.645


7.
The following is a quantum chemistry calculation of C16H20BCl3O3Tc as an isolated structure, from the OMol25 dataset.

Structure (XYZ):
```
44
Properties=species:S:1:pos:R:3
Tc -0.5608 -0.6799 -0.0405
Cl -2.5863 0.1820 1.1163
Cl -1.4997 -2.6523 0.3355
Cl 1.4517 -1.5656 0.6613
O -0.9861 0.8279 3.5224
O 0.4035 0.9198 1.6303
O 0.1503 -1.2071 3.0791
C 2.8468 -0.3276 -2.2533
C -0.8920 -0.6774 -2.0395
C 0.7257 0.9644 -1.5873
C -0.7035 0.6969 -1.5317
C 1.3763 -0.1788 -2.1023
C 1.3355 2.3084 -1.4785
C 0.0706 -0.9879 4.4446
C 0.6928 -2.4970 -2.9781
C 0.2302 -1.1630 6.8435
C -2.1642 -1.2459 -2.5085
C 0.4270 -1.7382 5.5535
C -0.6340 0.8967 5.8848
C -0.2790 0.1395 6.9975
C -0.5147 0.2909 4.6582
C -1.7476 1.7421 -1.5968
C 0.4151 -1.1954 -2.3427
B -0.2704 0.0814 2.5086
H 2.2767 2.2496 -0.9143
H -0.0758 -3.2327 -2.7021
H -0.0665 1.8048 1.5779
H 3.1482 -0.3414 -3.3157
H -2.0124 -1.5109 -3.5536
H -2.4774 -2.1294 -1.9622
H 3.2073 -1.2682 -1.7939
H -2.7142 1.3748 -1.2665
H 1.5751 2.7321 -2.4747
H 0.6996 -2.4190 -4.0796
H -0.4221 0.5600 7.9960
H 0.6641 3.0112 -0.9634
H -1.0265 1.9082 5.9301
H -1.4915 2.6049 -0.9889
H -2.9451 -0.4895 -2.5093
H -1.8354 2.0802 -2.6294
H 0.4901 -1.7474 7.7463
H 0.8421 -2.7502 5.4548
H 1.6813 -2.8811 -2.6949
H 3.3757 0.5154 -1.7768
```

Properties
2S+1: 4
Charge: -2
Lowest unoccupied orbital energy (alpha / beta), eV: 4.952 / 4.945
Frontier orbital gap (alpha / beta), eV: 3.63 / 4.15
<S²>: 3.7750
HOMO (alpha / beta), eV: 1.318 / 0.799

These are the Mulliken partial charges, in e, on atoms 1 to 2:
1. Tc 0.082
2. Cl -0.558


8.
The following is a quantum chemistry calculation of C16H20BrCl2NO2PS4Ti as an isolated structure, from the OMol25 dataset.

Structure (XYZ):
```
48
Properties=species:S:1:pos:R:3
Br 1.6876 2.7796 -1.4329
Ti -0.0205 0.1202 0.0337
Cl -3.3529 0.2854 0.3421
Cl -1.7282 1.8202 -1.5841
S -1.0314 -1.3977 -1.6164
S -0.5622 2.0872 1.5641
S 2.1773 0.3613 1.6166
S -0.2930 -1.7592 1.4127
P 1.0323 1.6012 2.6544
O 1.7819 2.9372 3.0922
O 0.4991 0.9637 4.0074
N 1.7375 0.0352 -1.3831
C -2.7783 -4.8605 0.7444
C -1.9236 -3.9600 1.3562
C -1.7174 -2.7310 -0.7117
C 0.5726 -0.3315 6.0027
C 3.7878 -0.2845 -3.2076
C 1.4040 0.3567 4.9488
C 3.2460 -1.3855 -2.5600
C 2.3051 1.0789 -1.9636
C 3.2182 3.0303 3.2163
C -3.2961 1.0013 -1.2529
C 3.3208 0.9800 -2.9003
C -3.1048 -4.7029 -0.5985
C 3.7880 3.7735 2.0321
C 2.2297 -1.1855 -1.6499
C -2.5769 -3.6465 -1.3201
C -1.3896 -2.8913 0.6370
H -0.0059 -1.1400 5.5576
H 3.2967 4.7404 1.9220
H 2.0359 -0.3550 4.4122
H -3.1914 -5.6835 1.3134
H 4.8569 3.9412 2.1735
H -4.0543 1.7706 -1.3322
H 3.7230 1.8699 -3.3598
H -3.3869 0.2229 -2.0006
H -2.8278 -3.5169 -2.3658
H 3.6411 3.1972 1.1188
H 3.6481 2.0303 3.2940
H 4.5760 -0.4066 -3.9387
H 3.3978 3.5598 4.1516
H 1.7584 -2.0028 -1.1224
H -3.7736 -5.4031 -1.0827
H -0.1151 0.3759 6.4652
H 3.5988 -2.3875 -2.7545
H 1.2193 -0.7465 6.7763
H 2.0365 1.1358 5.3838
H -1.6647 -4.0733 2.4016
```

Properties
2S+1: 2
Lowest unoccupied orbital energy (alpha / beta), eV: -0.020 / -0.195
Frontier orbital gap (alpha / beta), eV: 7.18 / 7.01
<S²>: 0.7589
HOMO (alpha / beta), eV: -7.204 / -7.204

These are the Mulliken partial charges, in e, on atoms 1 to 2:
1. Br -0.093
2. Ti 0.505


Calculated total energy
In order: -751.07804 -1224.47991 -3929.04699 -6583.28194 -7259.55861 -3668.98243 -2333.75621 -7105.10099
Unit: hartree
Strongest force on any atom
In order: 0.43 0.80 0.28 0.69 1.32 1.40 3.16 0.80
Unit: eV Å⁻¹
Energy above the lowest of the compared OMol25 structures with the same formula, charge and spin
In order: 24.9 28.1 0.0 17.3 54.5 3.5 25.4 4.2
Unit: kcal per mole